# C3H6O2

A 2-piece molecular cluster, C3H6O2 overall (wB97M-V/def2-TZVPD, the Open Molecules 2025 dataset).

SMILES string: C=CO.C=O
Relative energy (zero: lowest compared OMol25 entry of this formula, charge and spin) in kJ/mol: 250.4
Total charge: 0
HOMO in eV: -8.77
Spin multiplicity: 1

Atoms and positions in Å:
C  2.09  0.38  -0.93
C  0.90  -0.10  -0.62
O  0.15  -0.78  -1.54
H  2.61  1.14  -0.36
H  2.59  0.26  -1.89
H  0.47  -0.14  0.38
H  -0.77  -0.60  -1.37
C  -2.03  0.02  1.62
O  -1.93  -0.11  0.43
H  -1.07  -0.04  2.19
H  -3.02  -0.03  2.10

# C9H17ClNOPPd

C9H17ClNOPPd as an isolated structure (wB97M-V/def2-TZVPD, the Open Molecules 2025 dataset).

Expectation value of S²: 2.022
Total charge: 0
HOMO (alpha / beta) in eV: -3.78 / -7.83
Spin multiplicity: 3

Atoms and positions in Å:
Pd  0.30  -0.32  0.09
H  1.29  -1.71  0.61
H  1.30  -1.83  -0.23
P  0.42  -0.11  -2.29
C  -1.09  -0.52  -3.21
H  -0.93  -0.39  -4.29
H  -1.38  -1.55  -3.00
H  -1.90  0.15  -2.88
C  0.86  1.55  -2.95
H  1.84  1.85  -2.55
H  0.91  1.53  -4.05
H  0.09  2.27  -2.64
C  1.70  -1.17  -3.02
H  1.48  -2.22  -2.78
H  1.77  -1.04  -4.10
H  2.67  -0.92  -2.57
C  -1.50  -1.07  -0.14
O  -2.60  -1.44  -0.21
H  1.20  1.22  -0.31
H  0.36  1.43  -0.18
Cl  -0.92  3.21  4.48
C  -0.74  1.58  3.96
C  -0.94  0.51  4.84
C  -0.75  -0.78  4.33
C  -0.39  -0.95  2.99
N  -0.14  0.09  2.18
C  -0.35  1.35  2.64
H  -1.21  0.73  5.87
H  -0.88  -1.67  4.94
H  -0.27  -1.95  2.55
H  -0.20  2.17  1.94

# C6H16N

A 2-piece molecular cluster, C6H16N overall (wB97M-V/def2-TZVPD, the Open Molecules 2025 dataset).

Relative energy (zero: lowest compared OMol25 entry of this formula, charge and spin) in kJ/mol: 430.9
Total charge: +1
HOMO in eV: -14.85
Spin multiplicity: 1

Atoms and positions in Å:
C  0.01  -0.55  2.10
C  -0.46  0.21  0.79
C  -0.89  -0.54  -0.49
C  0.54  -1.19  -0.63
C  1.62  -0.23  -1.21
C  1.05  0.75  -2.28
N  -2.14  1.08  1.53
H  -0.71  -1.22  2.57
H  0.87  -1.23  1.97
H  0.46  0.23  2.76
H  0.22  0.98  0.49
H  -1.59  -1.47  -0.55
H  -1.31  -0.14  -1.42
H  0.43  -2.13  -1.31
H  0.89  -1.67  0.24
H  2.07  0.41  -0.48
H  2.23  -0.88  -1.83
H  0.41  1.54  -1.92
H  0.71  0.13  -3.14
H  1.92  1.34  -2.65
H  -1.42  1.28  2.27
H  -2.09  1.92  0.92
H  -2.81  1.40  2.27

# C26H50NOsP3S

C26H50NOsP3S as an isolated structure (wB97M-V/def2-TZVPD, the Open Molecules 2025 dataset).

Expectation value of S²: 6.039
Relative energy (zero: lowest compared OMol25 entry of this formula, charge and spin) in kJ/mol: 0.0
Total charge: +4
HOMO (alpha / beta) in eV: -18.37 / -19.44
Spin multiplicity: 5

Atoms and positions in Å:
Os  0.75  0.86  -0.08
P  2.15  2.23  1.63
P  -0.91  2.36  0.18
P  1.35  1.37  -2.17
H  -2.18  -4.94  0.87
C  -1.66  -4.23  0.23
C  -0.35  -4.00  0.37
H  0.25  -4.47  1.15
C  1.83  1.87  3.39
C  2.14  4.05  1.41
C  3.95  1.85  1.54
C  -2.56  1.87  -0.45
C  -1.28  2.75  1.94
C  -0.73  4.03  -0.59
C  2.30  0.00  -2.91
C  2.47  2.81  -2.40
C  0.00  1.67  -3.37
H  -2.24  -3.81  -0.61
H  0.20  -3.36  -0.33
H  2.02  0.81  3.58
H  0.80  2.10  3.66
H  2.51  2.47  4.01
H  1.20  4.50  1.76
H  2.30  4.32  0.36
H  2.96  4.47  2.01
H  4.12  0.83  1.92
H  4.53  2.57  2.13
H  4.29  1.89  0.49
H  -3.30  1.93  0.36
H  -2.55  0.84  -0.85
H  -2.86  2.53  -1.27
H  -2.34  3.05  2.01
H  -0.66  3.57  2.31
H  -1.14  1.87  2.58
H  -1.47  4.70  -0.14
H  -0.91  3.97  -1.67
H  0.27  4.45  -0.43
H  3.05  0.40  -3.61
H  1.63  -0.69  -3.44
H  2.82  -0.55  -2.12
H  2.97  2.72  -3.37
H  3.24  2.82  -1.62
H  1.91  3.75  -2.36
H  -0.20  0.75  -3.92
H  0.31  2.45  -4.08
H  -0.92  1.99  -2.88
C  -1.19  -1.96  -3.11
C  -2.04  -1.75  -4.23
C  -1.74  -2.32  -5.46
C  -0.60  -3.12  -5.61
C  0.25  -3.33  -4.52
C  -0.04  -2.77  -3.28
S  -1.63  -1.29  -1.63
H  2.33  1.33  -0.03
H  -2.93  -1.16  -4.07
H  -2.40  -2.13  -6.31
H  -0.38  -3.58  -6.57
H  1.14  -3.95  -4.63
H  0.58  -2.96  -2.41
C  -2.43  -2.70  3.32
N  -2.44  -1.91  2.05
C  -3.84  -1.63  1.60
C  -1.63  -0.62  2.14
C  -0.17  -0.90  2.33
C  0.31  -1.38  3.55
C  1.59  -1.92  3.63
C  2.43  -1.94  2.52
C  2.03  -1.29  1.34
C  0.77  -0.67  1.30
H  -2.65  -2.02  4.16
H  -1.46  -3.18  3.45
H  -3.21  -3.46  3.25
H  -1.98  -2.50  1.32
H  -4.29  -0.92  2.31
H  -3.81  -1.22  0.59
H  -4.40  -2.57  1.61
H  -1.83  -0.09  1.20
H  -2.08  -0.05  2.97
H  -0.33  -1.35  4.44
H  1.92  -2.38  4.57
H  3.40  -2.43  2.56
H  2.68  -1.25  0.47

# C2H6N2S

One molecule with the formula C2H6N2S (wB97M-V/def2-TZVPD, the Open Molecules 2025 dataset).

SMILES string: CN(N)C=S
Relative energy (zero: lowest compared OMol25 entry of this formula, charge and spin) in kJ/mol: 338.4
Total charge: 0
HOMO in eV: -8.47
Spin multiplicity: 1

Atoms and positions in Å:
C  0.63  -1.20  -0.60
N  0.05  -0.02  0.02
N  -0.94  0.47  -0.85
C  0.05  0.51  1.23
S  -0.59  2.04  1.63
H  0.91  -1.07  -1.84
H  1.66  -1.23  0.00
H  -0.21  -1.92  -0.38
H  -1.69  0.91  0.07
H  -0.54  1.32  -1.23
H  0.69  0.19  1.95

# C5H9NO

One molecule with the formula C5H9NO (wB97M-V/def2-TZVPD, the Open Molecules 2025 dataset).

SMILES string: CC(=O)[C@H]1CN1C
Relative energy (zero: lowest compared OMol25 entry of this formula, charge and spin) in kJ/mol: 300.0
Total charge: 0
HOMO in eV: -9.15
Spin multiplicity: 1

Atoms and positions in Å:
C  1.02  -0.52  1.37
C  0.84  0.83  0.77
O  0.77  1.85  1.42
C  0.61  0.95  -0.68
C  0.10  0.02  -1.70
N  -0.90  0.60  -0.85
C  -1.59  -0.43  -0.01
H  0.27  -0.67  2.16
H  2.02  -0.51  1.81
H  0.96  -1.31  0.62
H  1.07  1.86  -1.08
H  0.07  0.51  -2.67
H  0.26  -1.05  -1.72
H  -1.11  -1.42  0.03
H  -1.82  -0.14  1.02
H  -2.56  -0.59  -0.50

# C4H4N2

One molecule with the formula C4H4N2 (wB97M-V/def2-TZVPD, the Open Molecules 2025 dataset).

Relative energy (zero: lowest compared OMol25 entry of this formula, charge and spin) in kJ/mol: 475.5
Total charge: 0
HOMO in eV: -8.69
Spin multiplicity: 1

Atoms and positions in Å:
C  0.04  1.34  -0.48
C  0.99  0.30  -0.36
N  0.83  -0.99  0.13
C  -0.37  -1.26  0.53
N  -1.45  -0.39  0.52
C  -1.23  0.81  0.04
H  2.07  0.68  -0.17
H  1.80  0.31  -1.19
H  -0.57  -2.25  0.93
H  -2.11  1.46  0.05

# C29H38N4OS4SbTeTi

C29H38N4OS4SbTeTi as an isolated structure (wB97M-V/def2-TZVPD, the Open Molecules 2025 dataset).

Expectation value of S²: 0.762
Relative energy (zero: lowest compared OMol25 entry of this formula, charge and spin) in kJ/mol: 140.5
Total charge: -2
HOMO (alpha / beta) in eV: -1.24 / -1.92
Spin multiplicity: 2

Atoms and positions in Å:
Ti  3.05  -1.15  0.02
C  2.73  1.87  -2.34
C  4.24  1.70  -2.55
N  5.09  1.84  -1.38
C  4.64  2.64  -0.26
C  4.50  1.85  1.04
N  3.45  0.81  1.16
C  2.09  1.32  1.24
C  1.57  1.79  -0.13
N  2.19  1.06  -1.25
H  2.25  1.59  -3.28
H  2.49  2.92  -2.18
H  4.52  2.42  -3.33
H  4.42  0.70  -2.95
H  5.39  0.93  -1.06
H  3.73  3.18  -0.50
H  5.38  3.42  -0.02
H  4.34  2.57  1.86
H  5.44  1.35  1.25
H  3.69  0.32  2.03
H  2.01  2.14  1.97
H  1.46  0.50  1.61
H  1.76  2.86  -0.25
H  0.49  1.65  -0.14
H  1.48  0.42  -1.60
S  8.52  -2.51  1.40
Sb  6.31  -1.94  1.73
S  5.41  -1.31  -0.44
S  2.90  -2.30  1.78
S  5.95  -0.29  3.31
C  -7.65  1.96  0.97
C  -6.30  1.37  0.68
C  -5.51  1.85  -0.35
C  -4.25  1.32  -0.62
C  -3.46  1.91  -1.76
C  -3.75  0.27  0.16
Te  -1.78  -0.55  -0.30
N  0.94  -1.21  -0.57
C  1.36  -1.96  -1.50
O  2.66  -2.25  -1.59
C  0.53  -2.59  -2.59
C  0.75  -3.91  -2.95
C  -0.01  -4.51  -3.95
C  -0.98  -3.77  -4.62
C  -1.18  -2.44  -4.28
C  -0.43  -1.86  -3.27
C  -1.12  -0.20  1.67
C  -1.22  1.10  2.17
C  -0.74  1.40  3.44
C  -0.13  0.41  4.19
C  -0.05  -0.88  3.70
C  -0.56  -1.22  2.44
C  -0.50  -2.64  1.97
C  -4.55  -0.24  1.19
C  -4.11  -1.40  2.05
C  -5.80  0.32  1.44
H  -7.89  2.76  0.27
H  -7.69  2.38  1.98
H  -8.44  1.21  0.91
H  -5.88  2.67  -0.96
H  -4.01  2.74  -2.22
H  -3.26  1.17  -2.54
H  -2.48  2.27  -1.43
H  1.54  -4.46  -2.44
H  0.16  -5.55  -4.21
H  -1.57  -4.24  -5.40
H  -1.93  -1.86  -4.81
H  -0.59  -0.82  -3.01
H  -1.67  1.87  1.57
H  -0.82  2.42  3.82
H  0.29  0.64  5.16
H  0.44  -1.65  4.28
H  -0.13  -3.29  2.76
H  0.16  -2.73  1.12
H  -1.50  -2.98  1.66
H  -3.67  -2.19  1.44
H  -4.95  -1.81  2.61
H  -3.34  -1.09  2.76
H  -6.41  -0.09  2.24

# C22H25ClN2PPmS

C22H25ClN2PPmS as an isolated structure (wB97M-V/def2-TZVPD, the Open Molecules 2025 dataset).

Expectation value of S²: 6.011
Relative energy (zero: lowest compared OMol25 entry of this formula, charge and spin) in kJ/mol: 81.1
Total charge: +2
HOMO (alpha / beta) in eV: -14.10 / -14.08
Spin multiplicity: 5

Atoms and positions in Å:
Pm  -1.04  -1.37  0.87
Cl  -0.50  0.61  2.52
P  0.08  0.63  -0.75
C  -1.32  -0.24  -1.61
C  -1.05  -1.12  -2.68
C  -2.13  -1.70  -3.34
C  -3.43  -1.48  -2.89
C  -3.68  -0.73  -1.76
C  -2.63  -0.10  -1.07
C  -0.17  2.39  -1.11
C  0.61  3.31  -0.39
C  0.47  4.67  -0.64
C  -0.48  5.13  -1.56
C  -1.29  4.22  -2.24
C  -1.16  2.85  -2.00
C  1.61  0.26  -1.69
C  2.62  -0.49  -1.04
C  3.80  -0.74  -1.73
C  3.98  -0.29  -3.04
C  2.97  0.44  -3.69
C  1.78  0.71  -3.01
H  1.31  2.93  0.36
H  1.09  5.37  -0.09
H  -0.58  6.20  -1.75
H  -2.07  4.57  -2.93
H  -1.84  2.13  -2.50
H  -0.02  -1.34  -2.98
H  -1.94  -2.32  -4.20
H  -4.26  -1.89  -3.45
H  -4.69  -0.61  -1.36
H  -2.78  0.52  -0.16
H  2.43  -0.83  -0.02
H  4.59  -1.30  -1.23
H  4.92  -0.48  -3.57
H  3.10  0.80  -4.71
H  0.98  1.28  -3.50
H  -0.42  -3.80  -2.18
H  0.31  -3.64  -2.12
S  0.43  -3.35  1.82
C  0.21  -2.39  3.23
N  -1.03  -1.90  3.58
C  -1.26  -1.42  4.98
C  -0.05  -0.81  5.64
C  1.28  -1.47  5.32
N  1.27  -1.98  3.96
H  -1.84  -2.45  3.24
H  -1.61  -2.37  5.46
H  -2.11  -0.72  4.96
H  -0.22  -0.89  6.72
H  0.03  0.26  5.39
H  1.47  -2.27  6.05
H  2.08  -0.71  5.37
H  2.18  -2.10  3.51

# CH3NO2S3

One molecule with the formula CH3NO2S3 (wB97M-V/def2-TZVPD, the Open Molecules 2025 dataset).

SMILES string: O=C(OS)N(S)S
Relative energy (zero: lowest compared OMol25 entry of this formula, charge and spin) in kJ/mol: 43.5
Total charge: 0
HOMO in eV: -8.77
Spin multiplicity: 1

Atoms and positions in Å:
O  -1.63  0.86  1.32
C  -0.67  0.45  0.73
O  0.54  0.18  1.26
S  0.83  0.99  2.71
N  -0.63  0.26  -0.67
S  -2.19  0.49  -1.48
S  0.60  -0.74  -1.32
H  0.05  0.07  3.35
H  -2.77  1.00  -0.33
H  1.76  0.04  -1.17

# C2H5ClN2O

A 2-piece molecular cluster, C2H5ClN2O overall (wB97M-V/def2-TZVPD, the Open Molecules 2025 dataset).

Relative energy (zero: lowest compared OMol25 entry of this formula, charge and spin) in kJ/mol: 568.9
Total charge: 0
HOMO (alpha / beta) in eV: -7.96 / -6.20
Spin multiplicity: 1

Atoms and positions in Å:
C  -0.59  -0.20  0.10
C  1.73  -0.04  0.47
N  -1.28  -1.13  -0.19
N  -3.60  1.20  0.49
O  0.38  0.55  0.24
Cl  -4.01  -0.27  -0.06
H  2.45  0.51  -0.31
H  1.63  -1.11  0.30
H  2.12  0.14  1.45
H  -2.31  -1.10  -0.28
H  -3.06  1.64  -0.33

# C7H14N3O2

A 2-piece molecular cluster, C7H14N3O2 overall (wB97M-V/def2-TZVPD, the Open Molecules 2025 dataset).

Relative energy (zero: lowest compared OMol25 entry of this formula, charge and spin) in kJ/mol: 217.9
Total charge: -1
HOMO (alpha / beta) in eV: -1.65 / -1.65
Spin multiplicity: 1

Atoms and positions in Å:
C  0.11  -0.71  -0.23
C  0.03  4.29  0.36
C  -0.60  -4.41  -2.02
C  0.45  0.19  0.79
C  0.57  3.43  1.59
C  -1.46  -3.84  -0.90
C  0.88  1.57  0.09
N  -0.13  -1.57  -0.99
N  1.44  2.48  1.00
N  -0.52  -3.25  -0.02
O  2.37  1.96  1.83
O  -1.09  -2.88  1.05
H  0.42  5.30  0.40
H  0.50  3.67  -0.51
H  -1.05  4.29  0.21
H  0.30  -4.87  -1.62
H  -1.01  -5.10  -2.64
H  -0.35  -3.57  -2.64
H  1.47  -0.15  1.14
H  -0.30  0.47  1.44
H  1.03  4.08  2.37
H  -0.31  2.94  2.05
H  -2.13  -3.06  -1.31
H  -2.16  -4.49  -0.43
H  -0.07  1.90  -0.33
H  1.60  1.34  -0.66

# C22H23N2

A 2-piece molecular cluster, C22H23N2 overall (wB97M-V/def2-TZVPD, the Open Molecules 2025 dataset).

Relative energy (zero: lowest compared OMol25 entry of this formula, charge and spin) in kJ/mol: 0.0
Total charge: +1
HOMO in eV: -11.02
Spin multiplicity: 1

Atoms and positions in Å:
C  4.59  1.19  3.01
N  3.18  0.84  2.96
C  2.19  1.76  2.78
C  0.93  1.10  2.83
C  -0.32  1.71  2.76
C  -1.59  1.03  2.78
C  -1.91  -0.06  1.92
C  -3.14  -0.70  2.03
C  -4.07  -0.33  3.02
C  -5.33  -1.11  3.20
C  -3.78  0.78  3.82
C  -2.59  1.47  3.68
C  1.22  -0.32  3.04
C  0.44  -1.41  3.38
C  1.07  -2.64  3.62
C  2.47  -2.77  3.56
C  3.27  -1.64  3.31
C  2.63  -0.44  3.08
H  5.18  0.28  3.09
H  4.86  1.73  2.09
H  4.81  1.84  3.86
H  2.40  2.82  2.67
H  -0.31  2.78  3.00
H  -1.16  -0.42  1.21
H  -3.38  -1.53  1.35
H  -5.95  -0.65  3.97
H  -5.91  -1.16  2.27
H  -5.15  -2.15  3.50
H  -4.49  1.08  4.59
H  -2.36  2.33  4.32
H  -0.64  -1.31  3.46
H  0.45  -3.52  3.86
H  2.93  -3.74  3.72
H  4.36  -1.68  3.29
C  1.13  1.27  -2.25
N  0.95  2.15  -1.11
C  1.79  3.21  -0.83
C  1.19  3.98  0.16
C  -0.08  3.40  0.43
C  -0.16  2.20  -0.27
H  0.20  0.70  -2.42
H  1.34  1.88  -3.14
H  1.96  0.56  -2.13
H  2.72  3.35  -1.37
H  1.60  4.84  0.65
H  -0.81  3.77  1.13
H  -0.94  1.45  -0.35

# H22O11

A 11-piece molecular cluster, H22O11 overall (wB97M-V/def2-TZVPD, the Open Molecules 2025 dataset).

SMILES string: O.O.O.O.O.O.O.O.O.O.O
Relative energy (zero: lowest compared OMol25 entry of this formula, charge and spin) in kJ/mol: 629.5
Total charge: 0
HOMO in eV: -11.06
Spin multiplicity: 1

Atoms and positions in Å:
O  0.41  -1.61  4.39
H  1.01  -1.08  3.70
H  0.40  -2.57  4.18
O  -2.57  -0.44  1.91
H  -3.23  -0.52  2.50
H  -2.70  0.51  1.67
O  2.46  2.40  -1.62
H  1.99  3.10  -1.21
H  2.75  1.71  -1.12
O  0.25  3.32  -2.88
H  0.59  3.38  -3.83
H  -0.59  3.66  -3.21
O  1.00  -1.67  -2.49
H  0.21  -1.50  -1.83
H  0.61  -1.14  -3.21
O  2.05  3.58  2.39
H  2.81  3.80  1.80
H  2.61  3.56  3.21
O  3.21  -3.21  1.02
H  3.12  -2.41  0.87
H  2.69  -3.72  0.31
O  -1.80  -0.22  -2.79
H  -2.42  -0.03  -3.61
H  -2.32  -0.77  -2.30
O  -1.48  -4.22  -0.31
H  -2.07  -4.32  0.23
H  -1.15  -3.39  -0.35
O  -3.04  2.76  0.92
H  -2.90  2.20  0.05
H  -2.04  3.12  0.80
O  -0.43  -0.98  -0.34
H  0.48  -0.58  -0.69
H  -0.25  -0.67  0.60